(1)
Formula: C16H42N2O8Ti
Source: the OMol25 dataset
Level of theory: ωB97M-V/def2-TZVPD

Properties
Charge: +1
Strongest force on any atom, eV/Å: 3.72
Spin multiplicity: 4
⟨S²⟩: 3.75
E_tot, eV: -59736.23417
HOMO energy (spin up / spin down), eV: -6.44 / -12.08
Frontier orbital gap (spin up / spin down), eV: 4.8 / 10.3

XYZ file:
```
69
Properties=species:S:1:pos:R:3:forces:R:3
Ti -14.079823 -11.556059 4.325098 0.2 -0.4 0.3
O -13.984401 -8.073099 2.824142 0.7 0.0 0.8
O -17.298233 -9.718788 4.186263 1.9 -0.8 -1.5
O -9.960389 -7.106790 5.314335 -1.3 -0.6 -0.3
O -17.772726 -12.884706 5.421057 -1.6 -1.4 -0.4
O -12.732928 -13.202911 3.063477 0.4 2.2 1.8
O -12.243456 -9.799180 3.976830 1.2 -0.7 1.7
O -12.748190 -12.155529 6.496402 -0.8 -1.4 -0.5
O -15.443092 -10.562410 2.689477 2.0 -1.2 -0.6
N -15.640962 -13.602454 3.363625 0.1 2.2 -1.4
N -15.589795 -11.265815 6.186366 -0.2 0.8 0.8
C -16.410643 -9.062268 5.091893 -1.4 0.1 2.4
C -11.330350 -13.337544 2.845918 -0.3 0.4 -1.9
C -15.066035 -11.892059 7.425040 0.7 -0.7 -0.9
C -17.945459 -13.802875 4.292813 1.9 2.0 -0.2
C -14.924839 -13.768424 2.069058 0.7 0.1 2.5
C -16.161121 -9.902060 6.474358 0.3 1.0 -2.5
C -13.562965 -11.715620 7.599328 0.3 1.1 0.1
C -11.461628 -9.106946 5.015970 -1.6 1.2 -0.6
C -17.069203 -13.301975 3.096203 -0.9 -3.3 1.3
C -15.111584 -8.310937 1.994153 0.6 0.1 -0.5
C -18.693695 -13.207572 6.462375 -0.9 0.6 0.3
C -10.619443 -8.020901 4.395823 3.0 -0.2 -1.1
C -15.154683 -9.780495 1.560423 -1.1 1.4 -0.7
C -11.355694 -12.338538 6.745871 0.2 1.6 0.2
C -13.463841 -14.177545 2.460136 -1.9 -1.0 -2.4
C -18.568611 -10.117623 4.611922 -0.1 0.8 1.3
H -15.009448 -12.831290 1.518850 0.4 0.0 0.0
H -16.972223 -8.134140 5.198216 0.0 0.4 1.5
H -18.970401 -13.889576 3.932170 -0.2 0.1 0.5
H -11.238395 -12.861395 1.869743 0.6 -0.7 -0.7
H -15.384720 -14.555055 1.470873 0.1 -0.3 -0.1
H -15.961404 -9.935346 0.843960 -0.5 0.4 -0.1
H -17.402818 -14.078011 2.407304 -0.1 -0.2 -0.8
H -12.042039 -8.412373 5.623241 -1.1 -0.8 0.6
H -10.771318 -12.544956 5.849211 -0.8 -0.7 -0.3
H -16.224952 -10.193978 3.107269 -1.0 0.0 0.5
H -19.730680 -13.367215 6.166985 0.0 -0.7 -1.1
H -18.999535 -10.794008 3.873750 0.1 0.1 0.2
H -18.404304 -14.059253 7.078001 0.3 0.1 0.0
H -11.099427 -14.402669 2.829082 0.5 0.2 0.1
H -17.520331 -14.764041 4.581857 -0.4 -0.3 0.1
H -13.321290 -12.219308 8.535268 0.5 0.1 0.0
H -13.128572 -14.454876 1.460745 1.1 -0.1 -0.1
H -13.424021 -15.080500 3.069372 -0.4 -0.3 0.1
H -18.957172 -12.330346 7.053273 1.2 0.3 0.5
H -17.101436 -9.842416 7.022402 0.0 -0.6 0.3
H -15.652856 -11.580976 8.289318 0.5 0.4 0.4
H -10.947867 -11.353889 6.974458 0.1 0.2 0.7
H -15.215890 -12.971492 7.403266 -0.3 -0.2 -0.5
H -15.433241 -9.317940 7.037473 0.1 -0.1 0.0
H -9.855732 -8.472980 3.762985 0.3 -0.2 0.0
H -9.060136 -7.384882 5.498211 -0.1 -0.2 -0.1
H -16.333224 -11.909375 5.955596 -0.5 0.3 -0.7
H -19.174141 -9.225330 4.770855 -0.4 0.1 -0.4
H -15.457070 -14.465799 3.854451 -0.8 -0.1 0.4
H -12.794450 -9.187073 3.483549 -0.3 0.7 -0.1
H -10.623109 -12.705909 3.383461 -0.8 -0.3 1.2
H -13.808218 -7.139607 2.685729 0.5 0.0 0.4
H -11.152413 -7.432133 3.649228 -0.6 0.2 0.5
H -17.413948 -12.398282 2.593622 0.9 0.5 0.7
H -13.369099 -10.643640 7.636506 0.2 0.2 0.6
H -18.491323 -10.549249 5.609832 -0.2 -0.5 -0.3
H -14.309382 -10.036760 0.921762 0.7 -0.4 1.0
H -14.885492 -7.575512 1.222062 -1.2 -0.5 -0.9
H -15.984268 -8.038608 2.587750 -0.4 -0.1 -0.4
H -10.997670 -9.844295 5.671077 0.2 0.2 -0.5
H -11.071516 -13.018554 7.548944 -0.5 -0.2 0.0
H -15.484591 -8.641153 4.700503 0.2 -1.3 -0.8
```
Positions in Å, forces in eV/Å.

Here are the Löwdin charges for atoms 1 to 2, given in e: atom 1 (Ti): 0.651, atom 2 (O): -0.093

(2)
Formula: C16H42N7O12
Source: the OMol25 dataset
Level of theory: ωB97M-V/def2-TZVPD

Properties
Charge: -3
Strongest force on any atom, eV/Å: 7.27
E_tot, eV: -52264.95797
HOMO energy, eV: 3.71
Frontier orbital gap, eV: 1.2
Energy above the lowest of the compared OMol25 structures with the same formula, charge and spin, kcal per mole: 0.0

XYZ file:
```
77
Properties=species:S:1:pos:R:3:forces:R:3
O 0.274102 -0.259912 1.254711 -0.3 1.1 0.5
O 4.140280 -5.205088 0.850341 -0.6 1.2 0.1
O 0.461166 -0.733835 -4.051764 -1.4 3.1 -0.4
O 0.626307 -4.679694 -1.793598 -0.4 -0.6 3.2
O 0.170153 -2.407807 -5.483180 -0.8 1.6 -2.7
O 1.722427 3.101488 -0.949019 -1.4 1.5 -0.4
O -1.076106 -2.307872 -3.728524 -2.5 2.5 0.5
O -1.182148 7.067310 1.323373 -0.6 0.7 -1.1
O -3.354016 1.852180 -2.001168 0.1 0.7 0.3
O 2.227002 -4.743943 -3.276689 1.2 -1.8 1.3
O -1.828310 -2.724296 0.529342 -1.0 -0.7 1.9
O 2.222375 -3.079437 -1.952985 0.4 1.4 3.5
N -0.419796 1.289024 2.753395 -1.0 1.4 1.1
N -0.043061 -1.660929 -1.177253 -0.9 -0.2 0.2
N -1.572607 1.709424 -3.413023 0.8 0.7 -0.4
N 1.749873 0.601770 2.684007 0.1 1.0 0.8
N -2.697512 -0.134860 -2.815417 -1.2 0.5 0.9
N -0.230537 4.025884 0.715240 0.4 0.1 0.2
N 0.441945 -4.691486 1.172084 -1.6 -0.2 0.2
C -2.501272 7.311408 0.783095 1.6 0.0 0.3
C 4.680616 -4.550919 1.969711 0.8 -0.6 -0.6
C -1.517886 -3.027114 1.913274 2.3 -0.1 -2.0
C 1.543297 1.719357 -1.164928 1.1 -1.2 0.1
C -3.200198 -2.519658 0.279547 0.1 -0.2 0.3
C 0.512968 0.544448 2.158624 0.4 -3.0 -2.0
C -0.288751 -1.649599 -4.586722 3.7 -5.3 2.9
C 1.768325 -4.253796 -2.157831 -1.4 1.1 -7.1
C -0.033499 4.769507 -0.500129 1.4 0.9 -0.7
C -1.000637 5.952118 2.169988 0.0 0.8 0.9
C 0.713001 3.961215 -1.572446 -0.3 -2.0 0.9
C 1.802276 -5.064244 1.495668 0.3 0.7 0.3
C -1.248714 4.578908 1.562164 0.0 0.4 -0.4
C -2.544832 1.183387 -2.679574 -1.5 -0.5 0.2
C -0.041870 -3.504729 1.869534 1.3 0.1 0.7
C 2.866691 -4.621349 0.471154 -0.9 -1.7 0.1
H 0.563659 5.661904 -0.292643 0.1 0.0 0.4
H -1.311158 1.408932 2.300726 0.1 -0.2 -0.1
H -2.148368 4.751915 0.956773 -0.6 -0.4 0.3
H -0.024363 6.189400 2.597654 0.4 -0.8 -0.3
H 2.584824 -5.145464 -0.440772 0.3 0.4 -0.1
H -2.180726 -3.753975 2.384306 -0.3 0.0 -0.3
H 0.278599 -3.644522 2.907503 -0.3 0.1 0.4
H -0.065432 3.344218 -2.026823 0.3 -0.4 0.0
H 2.037579 -4.586703 2.451671 0.1 -0.1 0.3
H -0.960045 5.186143 -0.913568 -0.3 -0.3 -0.2
H 4.000844 -3.851404 2.456393 -0.2 -0.3 0.3
H -2.694191 6.576534 0.002662 -0.7 -0.1 0.2
H 1.781148 1.043787 3.589083 0.9 -0.3 -0.1
H 2.449100 -0.004029 2.291848 0.0 0.0 0.3
H -0.005548 -0.811092 -0.627835 0.2 0.1 -0.5
H -3.402723 -3.030814 -0.661669 -0.3 0.3 -0.1
H -3.469738 -1.460128 0.268171 0.2 0.2 -0.4
H -0.910039 1.022858 -3.774529 0.9 0.0 -0.3
H -0.271515 -1.599942 -2.195987 0.3 0.2 -0.8
H -1.445180 -2.087358 2.463995 -0.5 0.1 0.3
H 0.792533 1.126546 -0.634280 -1.1 1.1 0.0
H -3.219322 7.398079 1.600237 -0.3 -0.5 -0.1
H 1.166936 4.491061 -2.409612 0.1 0.6 0.4
H 1.903838 -6.142376 1.644337 0.0 -0.2 -0.1
H 5.558098 -3.961537 1.680977 0.1 0.1 -0.1
H 0.572750 -2.663763 1.533207 -0.4 0.5 0.0
H 5.033811 -5.377694 2.591821 0.0 0.4 0.8
H 2.837188 -3.543223 0.310905 0.5 -0.1 -0.2
H -0.848608 -2.159088 -0.789327 0.8 -0.3 -0.1
H 2.399966 1.262247 -0.662196 0.5 0.0 -0.7
H -0.461895 3.056431 0.541017 0.2 0.0 -0.3
H -1.370167 2.673394 -3.216949 0.3 -0.2 -0.2
H 0.833036 -2.223034 -1.096206 0.5 -0.5 -0.7
H 1.497506 1.459976 -2.223764 0.1 -0.2 0.0
H -3.551350 -0.389530 -2.346106 0.3 -0.7 -0.1
H -2.023180 -0.805801 -3.196677 0.6 -1.3 -0.5
H -3.793550 -2.945742 1.094000 -0.2 -0.3 -0.1
H -0.098681 2.022126 3.368502 -0.3 0.1 -0.2
H -1.660003 6.125335 3.029728 -0.4 -0.5 0.1
H -1.404694 3.811824 2.320830 -0.5 0.4 0.3
H 0.340824 -4.563942 0.163966 0.1 -0.2 -0.9
H -2.452815 8.291589 0.307628 0.1 0.0 0.0
```
Positions in Å, forces in eV/Å.

Here are the Löwdin charges for atoms 1 to 2, given in e: atom 1 (O): 0.004, atom 2 (O): -0.186

(3)
Formula: C16H43Br2ClF3N4O5PSi2
Source: the OMol25 dataset
Level of theory: ωB97M-V/def2-TZVPD

Properties
Charge: 0
Strongest force on any atom, eV/Å: 4.67
E_tot, eV: -219292.35485
HOMO energy, eV: -8.86
Frontier orbital gap, eV: 8.4

XYZ file:
```
77
Properties=species:S:1:pos:R:3:forces:R:3
Br -4.420938 -0.006407 0.878448 0.0 0.5 0.9
Br -1.732941 0.927184 3.258582 0.2 1.0 -0.6
Cl 2.211034 4.627451 3.548291 -1.2 -1.1 0.0
P -5.289240 1.287751 2.551759 -1.3 -1.4 1.2
Si -4.264139 3.280392 2.595732 1.7 1.4 -0.1
Si -1.562400 2.591969 1.706178 -0.2 1.8 -0.9
F -2.205338 1.839944 -0.926558 4.0 -0.6 2.4
F 0.142730 2.329989 -0.608382 -3.5 -2.5 1.6
F -0.849676 0.238279 0.281800 0.0 4.3 -1.5
O -1.731975 -1.093073 -8.904526 -0.2 0.3 0.5
O 1.371851 -3.280485 -3.132302 -0.2 0.1 0.6
O -4.981524 0.588696 4.135123 1.5 -1.2 -2.8
O -3.042872 3.457003 1.349008 1.4 -2.0 2.8
O 3.869224 -0.203266 5.912915 0.0 0.0 0.6
N -0.780390 -2.987935 -6.946712 0.2 0.3 -0.2
N 4.124397 2.668643 6.039735 -0.3 -0.3 0.0
N -1.314156 -4.077162 -3.824927 0.4 -0.1 0.2
N -3.738852 3.760716 4.254255 -0.3 -1.0 -1.4
C -1.749784 -1.954506 -6.555099 -0.3 -0.1 -0.4
C 3.582234 0.491849 7.130147 -0.2 0.2 -0.2
C -1.514615 -1.964358 -2.619846 -0.3 0.1 0.1
C 1.619097 -1.894956 -3.317148 0.2 -0.3 -0.3
C 4.282129 1.864647 7.260297 0.2 -0.3 -0.3
C 5.768755 1.764387 7.600105 0.2 0.2 0.2
C -1.709156 -0.744392 -7.517045 0.4 -0.1 0.0
C -3.132983 -2.592543 -6.431623 -0.2 -0.2 0.3
C -1.042236 1.711141 0.028716 -0.8 -1.3 -2.3
C 0.421871 -3.578601 -2.104747 -0.1 -0.3 -0.2
C 5.114473 -0.884672 5.907298 -0.1 0.0 -0.4
C -1.054572 -3.419327 -2.536156 0.3 0.2 -0.3
C 1.858782 1.964662 2.703911 0.3 0.1 0.7
C -0.090880 3.832444 2.097739 0.0 1.0 0.9
C -3.022625 -1.398488 -9.410424 0.3 -0.1 -0.3
C 0.964153 3.248214 3.208337 -0.1 -0.4 -0.4
H 0.641061 -3.005185 -1.196600 0.0 0.2 0.0
H -3.909489 -1.829987 -6.327532 0.0 0.0 -0.1
H -3.804434 -0.791575 -8.944892 0.0 -0.1 0.1
H 1.577147 -1.337538 -2.377034 -0.1 0.0 0.0
H -2.498405 -0.019308 -7.286996 -0.2 -0.1 0.0
H 0.456585 4.199739 1.111179 -1.1 -1.1 2.1
H -1.672067 -3.907780 -1.772426 0.2 0.0 0.0
H 5.367956 -1.292710 6.889917 0.0 0.1 0.0
H 4.409198 2.081693 5.249532 0.0 0.2 0.2
H -5.344702 4.236314 2.236183 0.2 -0.3 0.0
H -4.528601 3.486578 4.879547 1.2 0.3 -0.2
H 5.901994 -0.217810 5.553531 0.2 -0.1 0.2
H -1.170259 -1.393016 -1.753662 0.0 0.0 -0.1
H -2.610030 -1.914413 -2.637745 0.2 -0.1 0.0
H -3.022467 -1.196742 -10.485170 0.1 0.1 0.1
H 5.045069 -1.712848 5.196602 -0.1 0.1 0.1
H -1.475138 -1.588203 -5.558323 0.0 0.0 -0.2
H -0.931933 -3.186690 -7.940478 0.0 0.0 0.4
H 3.128215 2.823640 5.876743 0.2 0.2 0.0
H 3.799282 2.399871 8.087077 -0.1 -0.1 -0.1
H -1.106333 -5.072689 -3.731616 -0.2 0.2 0.0
H 2.620735 -1.782473 -3.741235 -0.1 -0.1 0.1
H -1.163309 -1.462715 -3.525192 0.1 -0.1 0.2
H -3.383426 -3.224624 -7.287465 0.1 0.1 0.0
H 0.440291 2.995982 4.249447 1.1 0.8 -2.5
H 6.139705 2.730350 7.963508 -0.1 -0.2 -0.1
H -3.175479 -3.234620 -5.543545 0.2 0.1 -0.2
H -2.829824 3.334513 4.534597 -1.3 0.3 0.1
H 2.499512 0.665797 7.120054 0.1 0.0 -0.1
H -0.604886 -3.743989 -4.485210 -0.4 -0.1 0.0
H -0.757115 -0.222776 -7.361543 0.0 -0.1 -0.1
H 6.381787 1.498740 6.735041 -0.2 0.0 0.1
H 0.912260 -1.483905 -4.039273 -0.1 0.2 0.1
H 0.156803 -2.582859 -6.923209 -0.1 -0.1 0.1
H 2.033286 1.280634 3.647151 -0.3 1.3 -2.0
H 1.362034 1.319898 1.863133 0.8 1.3 1.6
H -0.613646 4.806959 2.539049 1.1 -2.0 -0.8
H -4.360499 -0.204293 3.964996 -1.2 1.7 0.7
H 2.909217 2.369158 2.354743 -2.3 -0.9 0.5
H 0.586268 -4.632617 -1.850442 0.0 0.1 -0.2
H 3.783077 -0.147394 7.997680 0.2 0.0 0.0
H 5.943058 1.024734 8.386119 0.0 0.0 0.0
H -3.231939 -2.461029 -9.279120 -0.3 0.0 0.1
```
Positions in Å, forces in eV/Å.

Here are the Löwdin charges for atoms 1 to 2, given in e: atom 1 (Br): 0.216, atom 2 (Br): 0.474

| no. | molar mass (g/mol) |
| --- | --- |
| 1 | 438.4 |
| 2 | 524.5 |
| 3 | 710.9 |